Entry 1:
80
Properties=species:S:1:pos:R:3:forces:R:3:lowdin_spin:R:1 method="wB97M-V/def2-TZVPD" e_lumo_ev="-3.39 / -5.33" charge=+1 multiplicity=2 e_homo_ev="-9.80 / -9.80" gap_ev="6.41 / 4.48" e_above_lowest_ev=0.219
Hf 0.530 0.301 -0.439 0.301 0.032 -0.658 0.027
C 3.286 -1.075 -2.543 0.662 -0.445 0.701 -0.001
C 2.585 -2.030 -1.620 0.075 0.214 -0.668 0.000
C 2.963 -3.342 -1.382 -0.009 -0.352 0.376 0.000
C 1.956 -3.855 -0.568 0.033 0.144 0.281 0.000
N 1.036 -2.887 -0.347 0.686 -0.772 -0.406 0.000
N 1.412 -1.765 -1.036 -0.251 0.610 0.501 0.000
B -0.393 -2.980 0.253 -0.136 0.177 -0.235 0.000
N -1.317 -2.333 -0.846 -0.792 -0.172 -0.024 0.000
C -2.203 -2.961 -1.649 1.167 -0.209 0.948 0.000
C -2.831 -2.029 -2.417 -1.295 -0.017 -1.261 0.000
C -2.305 -0.813 -2.039 0.228 1.019 0.360 0.000
C -2.742 0.527 -2.565 1.210 -0.211 -0.294 0.000
N -1.387 -0.981 -1.069 0.451 -0.136 -0.201 0.000
N -0.504 -2.038 1.485 -0.272 -0.052 1.281 0.000
C -0.852 -2.332 2.761 0.208 -1.102 -0.458 0.002
C -0.724 -1.233 3.554 0.045 0.765 -0.473 0.000
C -0.300 -0.213 2.688 0.062 0.221 0.798 0.002
C 0.030 1.206 3.080 -0.037 -0.505 -1.112 0.002
N -0.174 -0.724 1.463 0.483 0.649 -1.177 0.003
N -0.840 -4.404 0.624 -0.511 0.151 0.353 0.000
C -2.059 -4.767 1.148 -0.029 0.295 -0.209 0.000
C -1.951 -6.027 1.661 -0.457 0.253 0.121 0.000
C -0.625 -6.415 1.431 0.410 0.487 -0.277 0.000
C -0.012 -7.748 1.692 -0.627 -0.188 1.139 0.000
N 0.026 -5.433 0.829 0.634 -0.252 -0.040 0.000
H 4.259 -0.735 -2.140 -0.466 -0.158 -0.040 0.000
H 3.500 -1.621 -3.449 0.106 -0.044 -0.399 0.000
H 2.695 -0.215 -2.769 -0.303 0.459 -0.165 0.000
H 3.873 -3.815 -1.759 -0.571 0.073 0.289 0.000
H 1.784 -4.818 -0.090 0.196 0.296 -0.337 0.000
H -2.256 -4.028 -1.574 -0.243 -0.274 -0.154 0.000
H -3.622 -2.155 -3.172 0.594 -0.113 0.598 0.000
H -3.641 0.839 -2.073 -0.534 0.270 0.327 0.000
H -1.966 1.304 -2.410 -0.642 -0.459 -0.139 0.000
H -2.961 0.414 -3.632 0.023 0.175 0.138 0.000
H -1.108 -3.343 3.037 -0.059 0.035 -0.091 0.000
H -0.914 -1.131 4.598 -0.070 -0.079 0.351 0.000
H 0.371 1.222 4.078 0.496 -0.174 1.211 0.000
H 0.822 1.636 2.464 -0.297 0.017 0.058 0.001
H -0.816 1.869 3.059 -0.530 0.190 -0.334 0.000
H -2.928 -4.125 1.117 0.156 0.113 -0.033 0.000
H -2.715 -6.584 2.167 -0.190 -0.118 -0.032 0.000
H -0.539 -8.476 1.102 -0.075 -0.413 -0.509 0.000
H 1.036 -7.783 1.459 0.434 0.073 -0.094 0.000
H -0.178 -8.109 2.738 0.262 0.592 -0.650 0.000
S 5.131 1.434 0.373 -0.620 0.083 -0.224 0.812
C 3.442 1.339 0.105 0.847 -0.499 0.847 0.057
S 2.622 0.348 1.248 -0.072 0.138 -0.671 0.067
S 2.637 2.061 -1.152 -0.640 -0.090 -0.046 0.025
C 0.088 -1.059 -4.845 1.055 0.126 0.347 0.000
N 0.056 0.396 -4.866 -0.289 0.040 0.087 0.000
C -0.263 1.040 -6.135 1.036 1.156 0.071 0.000
C 0.272 1.093 -3.775 0.243 0.394 0.448 0.000
O 0.499 0.592 -2.645 -0.209 -0.150 -0.115 0.002
H 0.845 -1.413 -5.550 -0.087 0.064 0.039 0.000
H -0.853 -1.482 -5.100 -0.893 -0.209 -0.255 0.000
H 0.361 -1.368 -3.840 -0.017 -0.143 0.006 0.000
H 0.437 0.673 -6.879 0.060 -0.076 -0.184 0.000
H -0.103 2.151 -6.069 -0.370 -1.115 0.058 0.000
H -1.261 0.802 -6.460 -0.478 -0.014 0.033 0.000
H 0.291 2.190 -3.910 -0.165 -0.384 0.108 0.000
S 1.174 7.581 0.420 0.054 -0.126 -0.230 0.000
C 0.662 6.026 0.607 0.484 1.259 -0.777 0.000
S 0.507 4.923 -0.742 0.087 -0.164 -0.033 0.000
C -0.173 3.729 0.331 0.033 0.725 -0.343 0.000
N -0.271 4.150 1.524 -0.049 -0.103 1.606 0.000
N 0.243 5.410 1.719 -0.521 -0.812 0.260 0.000
C 0.038 6.016 3.020 -0.628 -0.661 -0.371 0.000
C -1.113 5.631 3.726 0.770 0.010 -0.356 0.000
C -1.311 6.138 4.996 -0.155 0.118 -0.394 0.000
C -0.423 7.077 5.484 -0.099 0.387 1.260 0.000
C 0.681 7.475 4.763 0.178 0.557 0.262 0.000
C 0.933 6.938 3.524 0.053 -0.220 -0.266 0.000
S -1.022 2.296 -0.170 -0.042 -0.734 -0.182 0.001
H -1.788 4.931 3.258 -0.097 -0.052 0.113 0.000
H -2.183 5.864 5.572 -0.028 -0.079 0.011 0.000
H -0.601 7.506 6.477 0.077 -0.132 -0.419 0.000
H 1.353 8.252 5.124 -0.181 -0.259 0.140 0.000
H 1.791 7.266 2.971 0.138 -0.103 -0.189 0.000

=====

Entry 2:
67
Properties=species:S:1:pos:R:3:forces:R:3:lowdin_spin:R:1 method="wB97M-V/def2-TZVPD" e_lumo_ev="4.56 / 4.53" charge=-2 multiplicity=3 e_homo_ev="1.62 / -0.22" gap_ev="2.94 / 4.74"
C -0.335 1.191 -3.851 0.019 -1.008 0.846 0.015
C -1.359 0.376 -3.287 0.882 -0.160 -0.907 0.016
C -0.713 -0.746 -2.625 0.140 0.093 -0.648 -0.006
C -2.817 0.540 -3.590 0.153 0.036 0.307 0.006
C 0.706 -0.587 -2.771 -1.292 0.931 0.090 -0.032
C 0.949 0.476 -3.752 -0.301 -0.527 -1.069 0.004
C 2.037 0.634 -4.554 -0.308 -0.176 0.607 -0.040
C -0.526 2.422 -4.643 0.243 0.430 -0.189 0.003
C -1.421 -1.946 -2.093 0.024 -0.043 -0.024 0.003
C 1.765 -1.513 -2.302 0.092 0.025 0.344 -0.002
Mo -0.348 1.076 -1.408 1.542 1.183 -1.928 1.234
Cl -2.638 0.833 -0.486 -0.535 0.100 0.095 0.010
Cl -0.766 3.415 -1.192 -0.456 0.753 0.293 0.049
O 2.013 1.839 -1.525 -1.228 -0.623 0.374 -0.005
H -3.063 1.608 -3.616 -0.100 -0.249 0.029 0.000
H -3.404 0.061 -2.809 -0.172 0.098 -0.104 0.000
H -3.067 0.098 -4.561 0.074 -0.002 -0.050 0.001
H -2.283 -1.637 -1.493 0.108 -0.239 -0.003 0.001
H -0.733 -2.537 -1.491 -0.044 0.031 0.233 0.001
H -1.742 -2.616 -2.904 -0.120 0.174 -0.029 -0.001
H 1.502 -1.920 -1.318 0.122 -0.076 -0.159 0.000
H 2.707 -0.967 -2.203 -0.098 0.015 0.086 0.000
H 1.928 -2.327 -3.020 -0.056 -0.055 0.061 -0.002
H 2.933 0.037 -4.366 -0.173 0.305 -0.242 -0.003
H 2.047 3.088 -2.935 -0.837 0.363 0.080 0.000
H 1.991 1.373 -5.345 0.355 0.078 0.125 -0.003
H -1.415 2.954 -4.277 0.122 0.030 -0.319 0.000
H -0.610 2.201 -5.719 -0.193 0.029 0.029 0.001
H 0.376 3.057 -4.439 -1.147 -0.492 -0.639 0.000
H 2.351 1.686 -0.630 -0.263 0.047 -0.287 0.001
O 1.405 3.743 -3.328 1.394 0.737 1.157 0.002
H 0.788 3.901 -2.573 0.610 -0.323 -0.597 0.001
N 0.059 0.168 0.095 1.349 -2.500 4.635 0.080
P -0.042 -0.326 1.658 -0.505 0.905 -2.987 0.162
C -1.425 -1.417 2.041 0.359 0.528 0.206 0.075
C -2.400 -1.040 2.987 -0.426 -0.350 0.241 0.045
C -3.470 -1.886 3.280 0.499 0.407 -0.036 0.023
C -3.603 -3.106 2.610 -0.107 -0.349 -0.133 0.085
C -2.659 -3.476 1.646 0.233 0.213 0.196 0.005
C -1.562 -2.652 1.381 -0.299 -0.510 -0.037 0.065
C 1.531 -1.118 2.062 0.307 -0.316 0.353 0.028
C 1.676 -2.505 2.242 0.296 0.328 -0.067 0.014
C 2.943 -3.051 2.473 0.119 0.189 0.055 0.003
C 4.073 -2.226 2.545 -0.327 -0.086 -0.055 0.017
C 3.928 -0.846 2.362 -0.213 -0.038 0.094 0.005
C 2.669 -0.295 2.128 0.220 -0.316 0.016 0.015
C -0.133 1.073 2.787 -0.164 -0.020 0.995 0.030
C 0.355 0.985 4.104 0.134 0.480 0.026 0.022
C 0.359 2.109 4.931 -0.061 0.059 -0.239 0.006
C -0.132 3.333 4.453 0.064 -0.220 -0.059 0.021
C -0.667 3.405 3.166 -0.076 0.064 0.226 0.001
C -0.704 2.276 2.351 0.077 -0.048 -0.130 0.019
H -2.316 -0.082 3.499 -0.001 -0.221 -0.126 0.002
H -4.192 -1.600 4.049 0.152 -0.013 -0.270 0.001
H -4.431 -3.777 2.852 0.202 0.199 -0.122 0.008
H -2.767 -4.429 1.123 0.068 0.276 0.106 -0.002
H -0.808 -2.973 0.662 -0.263 0.156 0.075 0.005
H 0.797 -3.147 2.204 0.244 0.121 0.051 0.003
H 3.048 -4.130 2.608 -0.027 0.287 -0.035 0.000
H 5.057 -2.656 2.746 -0.296 0.115 -0.119 0.002
H 4.799 -0.190 2.401 -0.187 -0.170 -0.006 0.000
H 2.565 0.780 1.987 -0.011 -0.233 -0.056 0.002
H 0.758 0.044 4.481 -0.082 0.161 -0.122 0.003
H 0.754 2.045 5.945 -0.069 -0.035 -0.180 0.001
H -0.095 4.221 5.088 -0.034 -0.232 -0.169 0.002
H -1.062 4.354 2.794 0.095 -0.340 0.065 0.000
H -1.161 2.323 1.365 0.175 0.028 0.044 0.002

=====

Entry 3:
72
Properties=species:S:1:pos:R:3:forces:R:3:mulliken_charge:R:1 method="wB97M-V/def2-TZVPD" e_lumo_ev=0.51 charge=0 e_homo_ev=-8.32 smiles="CC(=O)O[C@H]([C@H](OC(C)=O)[C@H](OC(C)=O)C(=O)Nc1ccccc1C)[C@@H](OC(C)=O)C(=O)Nc1ccccc1C" gap_ev=8.83 e_above_lowest_ev=0.007
C -1.589 -3.609 0.999 0.034 0.148 -0.072 -1.740
C -1.047 -2.212 0.876 -0.314 -0.438 -0.243 0.848
O -1.051 -1.569 -0.145 0.103 0.011 0.053 -0.509
O -0.560 -1.816 2.045 -0.084 -0.060 0.291 -0.378
C 0.173 -0.611 2.233 0.374 0.592 0.236 -0.528
C -0.700 0.479 2.895 0.355 0.104 -0.434 -0.719
O -1.303 -0.067 4.061 -0.379 -0.138 -0.219 -0.362
C -0.588 -0.047 5.200 -0.008 -0.001 0.302 0.846
C -1.375 -0.661 6.322 0.053 0.099 -0.044 -1.277
O 0.522 0.402 5.277 0.136 0.036 -0.023 -0.543
C -1.835 1.076 2.046 0.270 0.419 0.785 0.588
O -2.661 0.070 1.480 0.371 0.027 -0.221 -0.413
C -3.836 -0.197 2.087 -0.499 -0.025 0.099 0.868
C -4.549 -1.310 1.371 0.078 0.070 0.044 -1.145
O -4.242 0.395 3.045 -0.022 -0.033 0.013 -0.554
C -1.259 2.025 0.977 -0.467 -0.432 0.307 -0.415
O -0.542 2.941 1.326 0.087 0.122 0.100 -0.684
N -1.632 1.718 -0.277 -0.301 -0.346 -0.394 0.167
C -1.197 2.298 -1.484 0.160 0.279 -0.298 0.725
C -0.561 3.532 -1.510 -0.052 0.111 0.088 -0.507
C -0.123 4.061 -2.710 -0.048 -0.051 -0.054 -0.768
C -0.323 3.366 -3.888 0.063 0.062 -0.084 -0.799
C -0.971 2.144 -3.860 0.010 0.050 0.060 -0.545
C -1.419 1.588 -2.671 0.001 0.032 0.037 0.801
C -2.124 0.262 -2.673 0.090 0.049 0.016 -1.483
C 0.909 -0.104 0.990 -0.329 -0.310 -0.479 1.744
O 1.750 0.959 1.432 0.114 -0.279 0.540 -0.475
C 2.035 1.930 0.553 0.137 0.202 -0.227 0.969
C 2.683 3.095 1.226 -0.027 -0.012 -0.049 -1.521
O 1.778 1.847 -0.623 0.029 0.088 0.033 -0.379
C 1.722 -1.252 0.328 -0.352 0.656 0.227 -0.359
O 1.967 -2.282 0.918 0.146 -0.242 0.137 -0.694
N 2.054 -0.937 -0.936 0.091 0.312 -0.606 0.780
C 2.771 -1.689 -1.876 0.197 -0.307 -0.151 0.787
C 3.409 -2.878 -1.541 -0.013 -0.063 0.190 -0.868
C 4.115 -3.581 -2.500 0.012 0.051 -0.134 -0.722
C 4.192 -3.103 -3.795 0.069 -0.115 -0.042 -0.674
C 3.552 -1.921 -4.127 -0.001 -0.016 0.090 -0.754
C 2.834 -1.197 -3.188 0.024 -0.058 0.011 0.916
C 2.132 0.070 -3.579 0.067 -0.065 0.037 -1.256
H -0.742 -4.291 0.941 0.055 -0.068 0.025 0.399
H -2.272 -3.822 0.182 -0.003 0.031 -0.026 0.381
H -2.071 -3.744 1.962 -0.039 -0.060 0.074 0.343
H 0.940 -0.882 2.972 -0.189 0.071 -0.192 0.737
H -0.027 1.300 3.184 -0.210 -0.193 -0.152 0.657
H -1.049 -0.243 7.269 0.034 0.004 -0.003 0.373
H -1.187 -1.733 6.328 -0.004 -0.079 -0.003 0.285
H -2.436 -0.492 6.165 -0.068 -0.032 0.040 0.312
H -2.450 1.679 2.732 0.223 -0.062 -0.246 0.739
H -5.549 -0.978 1.102 -0.025 0.023 0.008 0.356
H -3.996 -1.609 0.487 -0.028 -0.071 -0.078 0.189
H -4.650 -2.155 2.049 -0.007 -0.046 0.052 0.299
H -2.153 0.855 -0.381 0.095 0.132 0.183 -0.028
H -0.403 4.066 -0.589 0.016 0.016 0.038 0.544
H 0.376 5.018 -2.719 0.049 0.090 0.009 0.423
H 0.022 3.772 -4.827 0.029 0.041 -0.087 0.398
H -1.131 1.604 -4.783 -0.033 -0.077 -0.069 0.393
H -1.628 -0.458 -2.024 -0.041 -0.082 0.009 0.218
H -2.144 -0.147 -3.680 -0.040 -0.034 -0.032 0.388
H -3.157 0.375 -2.339 -0.119 -0.078 0.037 0.427
H 0.219 0.287 0.238 0.254 -0.124 0.198 0.070
H 1.878 3.734 1.589 -0.033 0.027 0.040 0.268
H 3.270 2.760 2.076 0.063 0.028 0.056 0.373
H 3.288 3.650 0.517 0.012 -0.023 -0.030 0.406
H 1.783 -0.010 -1.256 -0.046 -0.153 0.328 -0.491
H 3.346 -3.244 -0.530 -0.007 -0.004 0.036 0.548
H 4.608 -4.503 -2.229 0.041 -0.077 0.035 0.408
H 4.745 -3.647 -4.546 0.046 -0.047 -0.068 0.383
H 3.610 -1.551 -5.141 -0.015 0.065 -0.087 0.368
H 1.056 -0.021 -3.431 -0.123 0.085 0.017 0.167
H 2.312 0.290 -4.628 -0.021 0.041 -0.048 0.411
H 2.477 0.922 -2.993 -0.041 0.126 0.013 0.287

=====

Entry 4:
67
Properties=species:S:1:pos:R:3:forces:R:3:mulliken_charge:R:1 method="wB97M-V/def2-TZVPD" e_lumo_ev=0.62 charge=0 e_homo_ev=-8.24 smiles="CCO[C@@H]1OC(C(=O)NCc2ccccc2)=C[C@H](c2cn(C(C)=O)c3ccccc23)[C@H]1CCCO" gap_ev=8.86 e_above_lowest_ev=0.198
C 3.060 3.783 0.043 -0.349 -0.031 -0.044 -0.970
C 1.607 4.110 -0.283 0.220 0.211 0.065 -0.339
O 0.816 2.983 -0.624 -0.019 -0.370 0.080 -0.343
C 0.475 2.132 0.413 -0.641 0.213 -0.043 -0.760
O 1.590 1.290 0.674 0.189 -0.339 -0.030 -0.397
C 1.331 0.144 1.375 -0.602 -0.002 0.117 0.394
C 2.550 -0.609 1.802 0.090 0.131 0.038 -0.250
O 2.481 -1.633 2.456 -0.068 -0.196 0.042 -0.710
N 3.706 -0.039 1.408 0.149 0.303 -0.133 0.022
C 4.996 -0.659 1.621 0.009 -0.147 0.105 -1.339
C 5.531 -1.256 0.344 0.080 0.058 0.048 0.735
C 6.663 -0.744 -0.274 -0.065 -0.030 0.114 -0.503
C 7.124 -1.294 -1.458 0.075 -0.016 -0.121 -0.507
C 6.452 -2.356 -2.038 0.093 0.019 -0.081 -0.403
C 5.318 -2.868 -1.429 -0.079 -0.048 0.014 -0.601
C 4.860 -2.322 -0.245 0.027 -0.005 -0.009 -0.250
C 0.109 -0.294 1.673 0.287 0.195 -0.014 -1.194
C -1.135 0.385 1.185 0.220 -0.021 -0.263 1.887
C -2.155 -0.635 0.786 0.100 -0.310 -0.073 -0.453
C -1.919 -1.783 0.105 0.351 0.492 0.256 -0.382
N -3.096 -2.487 -0.104 -0.322 0.252 0.122 0.120
C -3.235 -3.705 -0.747 0.205 -0.389 -0.234 0.874
C -1.954 -4.300 -1.278 -0.156 -0.144 -0.055 -1.399
O -4.308 -4.244 -0.866 -0.011 0.029 0.012 -0.605
C -4.129 -1.748 0.472 -0.213 0.375 0.236 -0.615
C -5.490 -2.000 0.531 -0.233 -0.162 -0.053 -0.539
C -6.284 -1.070 1.175 0.015 -0.061 -0.035 -0.586
C -5.743 0.077 1.750 -0.055 0.164 0.092 -0.911
C -4.388 0.330 1.693 0.023 -0.002 -0.026 -0.023
C -3.569 -0.586 1.043 -0.142 -0.426 -0.189 0.043
C -0.770 1.320 0.014 0.201 0.466 0.256 0.382
C -1.922 2.250 -0.384 0.087 -0.155 -0.213 -0.944
C -2.814 1.648 -1.466 -0.397 0.286 0.024 -0.189
C -4.064 2.489 -1.700 0.319 0.069 0.276 -0.762
O -4.802 1.898 -2.747 -0.226 -0.141 -0.306 -0.525
H 3.621 4.707 0.156 0.081 0.098 0.011 0.448
H 3.495 3.199 -0.763 0.094 -0.054 -0.075 0.245
H 3.128 3.215 0.967 0.077 -0.004 0.064 0.204
H 1.143 4.639 0.563 0.003 -0.016 -0.139 0.329
H 1.556 4.746 -1.170 -0.003 0.029 0.163 0.336
H 0.262 2.710 1.336 0.110 -0.099 -0.155 0.396
H 3.650 0.753 0.786 -0.061 -0.032 0.052 0.226
H 5.692 0.085 2.019 -0.041 -0.127 -0.001 0.437
H 4.837 -1.443 2.367 0.103 0.167 -0.043 0.406
H 7.191 0.085 0.177 0.042 0.086 0.060 0.322
H 8.009 -0.892 -1.928 0.066 0.030 -0.043 0.374
H 6.812 -2.784 -2.961 0.030 -0.032 -0.072 0.374
H 4.792 -3.698 -1.879 -0.042 -0.071 -0.032 0.387
H 3.979 -2.719 0.238 -0.119 -0.061 0.062 0.440
H 0.015 -1.193 2.259 0.124 -0.119 0.073 0.579
H -1.558 0.989 1.999 -0.005 0.005 -0.062 0.513
H -0.977 -2.152 -0.246 0.160 -0.130 -0.072 0.764
H -2.191 -5.247 -1.755 -0.038 0.044 0.029 0.346
H -1.249 -4.474 -0.469 0.099 0.022 0.027 0.359
H -1.500 -3.635 -2.010 0.094 0.049 -0.022 0.354
H -5.910 -2.887 0.089 -0.013 -0.018 -0.009 0.541
H -7.349 -1.238 1.234 -0.086 -0.032 -0.004 0.421
H -6.397 0.777 2.249 -0.041 0.057 0.044 0.422
H -3.974 1.219 2.145 0.040 0.098 0.045 0.379
H -0.479 0.715 -0.851 0.031 -0.065 0.014 0.245
H -2.524 2.482 0.497 -0.028 0.064 0.109 0.117
H -1.504 3.186 -0.759 -0.075 0.027 0.058 0.663
H -2.263 1.578 -2.405 0.062 -0.047 -0.054 0.526
H -3.135 0.645 -1.190 0.008 -0.052 -0.070 -0.108
H -3.780 3.519 -1.964 -0.002 -0.067 0.083 0.366
H -4.663 2.521 -0.778 0.100 0.027 -0.039 0.318
H -5.620 2.388 -2.876 0.071 -0.044 0.023 0.314